C6H10O as an isolated structure. Source: the Open Molecules 2025 dataset; level of theory: ωB97M-V with the def2-TZVPD basis set.

Properties
energy relative to the best compared isomer or geometry (same formula, charge and spin) = 350.81 kJ/mol
E_LUMO = 0.628 eV

The geometry in ORCA input format:
```
! wB97M-V def2-TZVPD RIJCOSX def2/J DEFGRID3
* xyz 0 1
C -1.6889 -0.2312 0.4983
C -1.2169 0.8719 -0.2021
C 0.0376 1.6057 0.1381
C 0.5945 0.6547 -0.8608
C 1.1703 -0.5930 -0.6210
C 1.6672 -1.0249 0.6974
O 1.3726 -0.5211 1.7662
H -1.3498 -0.3893 1.5215
H -0.9128 -1.4202 -0.0360
H -2.6819 -0.6091 0.2640
H -1.7628 1.2053 -1.0822
H 0.0606 2.6506 -0.1704
H 0.3831 1.4536 1.1571
H 0.5229 0.9635 -1.9018
H 1.5981 -1.1178 -1.4749
H -0.1134 -1.5751 -0.3664
H 2.3197 -1.9237 0.6729
*
```

One molecule with the formula C6H10O at a distorted geometry. Source: the Open Molecules 2025 dataset; level of theory: ωB97M-V with the def2-TZVPD basis set.

Properties
SMILES string = C=C[C@]1(O)C[C@H]1C
energy relative to the best compared isomer or geometry (same formula, charge and spin) = 187.70 kJ/mol
E_LUMO = 0.989 eV

The geometry in ORCA input format:
```
! wB97M-V def2-TZVPD RIJCOSX def2/J DEFGRID3
* xyz 0 1
C -0.8718 2.4145 0.6330
C -0.5308 1.5241 -0.2934
C 0.2736 0.2482 -0.0072
O 0.8362 0.2255 1.2847
C 0.8790 -0.4194 -1.2310
C -0.2960 -1.0040 -0.5129
C -0.0951 -2.2111 0.3644
H -1.5134 3.2899 0.4756
H -0.6999 2.2266 1.6921
H -0.7077 1.7774 -1.3495
H 1.3700 0.9629 1.3355
H 1.9507 -0.8628 -1.0750
H 0.7188 0.2013 -2.1996
H -1.2399 -0.8836 -0.9787
H 0.7129 -2.8264 -0.0609
H -0.9274 -2.9033 0.5090
H 0.1408 -1.7599 1.4140
*
```

One molecule with the formula C6H10O at a distorted geometry. Source: the Open Molecules 2025 dataset; level of theory: ωB97M-V with the def2-TZVPD basis set.

Properties
SMILES string = C1CO[C@H]2C[C@@H]2C1
energy relative to the best compared isomer or geometry (same formula, charge and spin) = 404.37 kJ/mol
E_LUMO = 1.164 eV

The geometry in ORCA input format:
```
! wB97M-V def2-TZVPD RIJCOSX def2/J DEFGRID3
* xyz 0 1
C 1.5015 -0.1031 0.0746
C 0.9065 1.1144 0.9741
O -0.4947 1.4779 0.8041
C -1.1338 0.2140 0.5447
C -2.1062 -0.2563 -0.4979
C -0.6400 -0.2174 -0.7975
C 0.5224 -1.1353 -0.6734
H 2.4141 -0.6170 0.6693
H 2.0408 0.4467 -0.7441
H 1.4129 2.0509 0.9549
H 1.0248 0.6478 1.9387
H -1.0916 -0.4026 1.5927
H -2.2678 0.5415 -1.1118
H -2.7727 -1.1208 -0.3226
H -0.4328 0.7154 -1.3928
H 0.7826 -1.2483 -1.8093
H 0.3339 -2.1077 -0.2039
*
```

One molecule with the formula C6H10O at a distorted geometry. Source: the Open Molecules 2025 dataset; level of theory: ωB97M-V with the def2-TZVPD basis set.

Properties
SMILES string = C[C@H]1C[C@]2(CO2)C1
energy relative to the best compared isomer or geometry (same formula, charge and spin) = 245.95 kJ/mol
E_LUMO = 1.043 eV

The geometry in ORCA input format:
```
! wB97M-V def2-TZVPD RIJCOSX def2/J DEFGRID3
* xyz 0 1
C 1.2251 -1.4874 1.1947
C 0.3167 -0.9633 0.1320
C 0.9986 0.6017 -0.4567
C -0.4693 0.9115 -0.3961
C -1.3132 1.4465 -1.4504
O -1.0670 2.1501 -0.2226
C -1.0102 -0.3272 0.5087
H 1.3326 -0.7263 1.9740
H 0.8802 -2.4177 1.6566
H 2.1881 -1.6504 0.7086
H 0.1469 -1.6840 -0.6795
H 1.6019 1.1907 0.2773
H 1.5021 0.7850 -1.4418
H -0.9431 1.9631 -2.3358
H -2.2778 0.9546 -1.5370
H -1.9420 -0.8674 0.2138
H -1.1141 -0.0536 1.5734
*
```

One molecule with the formula C6H10O. Source: the Open Molecules 2025 dataset; level of theory: ωB97M-V with the def2-TZVPD basis set.

Properties
energy relative to the best compared isomer or geometry (same formula, charge and spin) = 312.68 kJ/mol
E_LUMO = 0.283 eV

The geometry in ORCA input format:
```
! wB97M-V def2-TZVPD RIJCOSX def2/J DEFGRID3
* xyz 0 1
C 1.8427 0.3169 -0.3251
C 0.6084 -0.5577 -0.0966
C 0.0309 -0.4546 1.3397
C -1.2720 0.2913 1.3409
O -1.5127 -1.3026 -0.7344
C -1.2672 0.9270 -0.0282
C -0.6463 -0.1698 -0.8848
H 2.6884 -0.0793 0.2495
H 1.6871 1.3508 0.0086
H 2.1490 0.3438 -1.3774
H 0.8555 -1.5924 -0.3539
H 0.6404 0.1822 2.0057
H -0.0482 -1.4145 1.8588
H -2.4305 -1.0026 -0.7610
H -2.2310 1.3050 -0.3917
H -0.6100 1.8074 0.0986
H -0.4845 0.0490 -1.9486
*
```

C6H10O as an isolated structure at a distorted geometry. Source: the Open Molecules 2025 dataset; level of theory: ωB97M-V with the def2-TZVPD basis set.

Properties
energy relative to the best compared isomer or geometry (same formula, charge and spin) = 232.36 kJ/mol
E_LUMO = 0.758 eV

The geometry in ORCA input format:
```
! wB97M-V def2-TZVPD RIJCOSX def2/J DEFGRID3
* xyz 0 1
C 1.7144 -0.5073 -0.4642
C 0.6225 -0.0179 0.4860
C 0.1582 1.4191 0.1793
C -1.0952 1.2230 -0.6448
C -1.5368 -0.0307 -0.6056
C -0.6773 -0.7991 0.3261
O -0.6031 -2.1885 0.2167
H 1.4290 -0.3439 -1.5094
H 2.6491 0.0353 -0.2771
H 1.8927 -1.5769 -0.3213
H 0.9642 -0.1423 1.5180
H 0.9168 1.9971 -0.3584
H -0.0738 1.9728 1.0995
H -1.5784 2.0364 -1.1715
H -2.4236 -0.4519 -1.0696
H -1.2789 -0.7161 1.4814
H -1.0797 -1.9093 1.1147
*
```